Density functional theory data (wB97M-V/def2-TZVPD) for the molecule C3H5ClOS in a non-equilibrium geometry.

For the largest force on an atom, the calculation gives 3.73 eV Å⁻¹. The value obtained for the LUMO energy is 0.30 eV. The structure (SMILES) is O=C[C@@H](S)CCl. As for the HOMO energy: -9.56 eV. The energy comes out at -1050.90105 Eh. As for the HOMO-LUMO gap: 9.86 eV. The multiplicity is 1.

Positions of all 11 atoms, in Å:
C1 -0.23948 0.48040 -0.18105
C2 -0.53389 -0.37808 1.04693
C3 1.20075 0.19658 -0.65937
H1 -0.70072 -0.54459 -2.09868
H2 -0.22472 1.47310 0.16420
H3 -0.20292 -1.41162 0.89297
H4 -1.55584 -0.41012 1.29722
H5 1.97334 0.71032 -0.13696
O1 1.36865 -0.78882 -1.35866
S1 -1.43535 0.43109 -1.46052
Cl1 0.35018 0.24175 2.49393

***

Density functional theory data (wB97M-V/def2-TZVPD) for a cluster of 2 separate species, C4H10NOS in total in a non-equilibrium geometry.

For the largest force on an atom, the calculation gives 4.70 eV Å⁻¹. The value obtained for the LUMO energy is -5.38 eV. As for the HOMO energy: -13.43 eV. The energy comes out at -686.23842 Eh. Its total charge is +1. As for the HOMO-LUMO gap: 8.05 eV. The multiplicity is 1.

Positions of all 17 atoms, in Å:
C1 -2.04270 0.06928 0.00308
C2 2.57120 1.20586 0.83907
C3 -1.31393 -2.12937 0.36667
C4 2.10763 1.08973 -0.63288
N1 0.92655 0.80893 -0.93151
O1 -2.38816 -1.17349 0.24166
S1 -3.24252 1.21981 -0.26783
H1 3.29502 0.33100 0.80482
H2 3.11315 2.16698 0.82947
H3 1.63937 1.11425 1.39753
H4 -0.97755 -2.42867 -0.73389
H5 -1.78783 -3.00938 0.74534
H6 -0.39353 -1.64921 0.61036
H7 2.99494 1.09671 -1.33047
H8 -4.16014 0.29949 0.05416
H9 0.69347 0.65239 -1.95383
H10 -1.03496 0.33570 -0.04176

***

Density functional theory data (wB97M-V/def2-TZVPD) for a structure of composition C18H18F6N7O2PdS.

For the largest force on an atom, the calculation gives 0.44 eV Å⁻¹. The value obtained for the LUMO energy (alpha / beta) is -3.38 / -6.07 eV. As for the HOMO energy (alpha / beta): -11.58 / -11.65 eV. The energy comes out at -2355.46308 Eh. Its total charge is +1. As for the HOMO-LUMO gap (alpha / beta): 8.20 / 5.58 eV. The multiplicity is 5.

Positions of all 53 atoms, in Å:
Pd1 -0.60933 -0.64939 -0.07211
C1 -0.20757 5.56743 -1.47928
C2 0.27147 4.67601 -0.34601
N1 -0.72542 3.67711 0.03441
C3 -0.73190 2.42675 -0.43571
S1 -2.07173 1.40151 0.13130
N2 0.17806 2.03415 -1.28656
N3 0.01637 0.70423 -1.58008
C4 0.22294 0.25613 -2.75778
C5 0.69155 1.08938 -3.90246
C6 -0.13904 -1.17180 -2.95505
C7 0.13938 -1.84304 -4.13150
C8 -0.30376 -3.14991 -4.27937
C9 -1.02429 -3.73614 -3.25697
C10 -1.25698 -3.00390 -2.10241
N4 -0.81943 -1.75663 -1.95118
H1 0.54904 6.31692 -1.71062
H2 -1.12526 6.09073 -1.20929
H3 -0.39693 4.98159 -2.37893
H4 0.50514 5.25800 0.54537
H5 1.17157 4.13565 -0.62963
H6 -1.50074 3.95452 0.61269
H7 0.76497 2.12899 -3.60203
H8 0.00544 0.99809 -4.74540
H9 1.67422 0.75019 -4.23674
H10 0.68570 -1.35075 -4.92260
H11 -0.09566 -3.69440 -5.19050
H12 -1.40815 -4.74264 -3.33871
H13 -1.81615 -3.42332 -1.27920
C11 -1.36554 1.69090 3.59548
C12 -0.75536 0.44821 2.94808
O1 -0.43905 0.67573 1.61844
C13 0.57281 0.13271 3.67700
F1 1.28144 -0.82682 3.04972
F2 1.34681 1.21917 3.71652
F3 0.37544 -0.28182 4.93362
C14 -1.74440 -0.72107 3.08218
F4 -2.83553 -0.48495 2.34098
F5 -2.14167 -0.95333 4.32802
F6 -1.19973 -1.86764 2.59933
H14 -0.71656 2.53828 3.38964
H15 -1.47386 1.57613 4.67281
H16 -2.34510 1.87828 3.15885
N5 3.23680 -2.37393 1.21218
C15 1.94827 -2.58271 0.95913
O2 1.30143 -1.93122 0.13881
C16 1.31298 -3.71160 1.70487
C17 0.03460 -4.13504 1.31181
N6 -1.01539 -4.48747 0.98966
C18 1.98849 -4.36945 2.74211
N7 2.55421 -4.86963 3.61661
H17 3.68422 -1.58473 0.77308
H18 3.75121 -2.90343 1.89745

***

Density functional theory data (wB97M-V/def2-TZVPD) for a cluster of 9 separate species, H18O9 in total in a non-equilibrium geometry.

For the largest force on an atom, the calculation gives 5.62 eV Å⁻¹. The value obtained for the LUMO energy is -0.16 eV. The structure (SMILES) is O.O.O.O.O.O.O.O.O. As for the HOMO energy: -10.04 eV. The energy comes out at -687.80572 Eh. As for the HOMO-LUMO gap: 9.88 eV. The multiplicity is 1.

Positions of all 27 atoms, in Å:
H1 -0.45196 0.69480 -1.08352
H2 -0.16389 -0.58903 -0.33180
H3 -0.40638 -3.49921 -3.98910
H4 -1.89678 -3.72062 -3.80077
H5 4.23293 2.30267 1.52065
H6 2.95578 2.91497 1.65292
H7 -4.02368 -2.11379 -0.79738
H8 -3.54730 -1.04681 0.16419
H9 3.52653 -1.39311 1.99708
H10 3.15553 -0.14458 1.20992
H11 2.43779 -2.09024 0.95871
H12 1.40267 -1.12723 0.85411
H13 -3.77154 1.55031 -2.97326
H14 -2.64555 2.16684 -2.20411
H15 0.64869 1.02777 2.43007
H16 1.05739 0.61444 3.84524
H17 -2.15470 1.15268 0.13395
H18 -0.90159 2.00549 -0.08776
O1 0.24798 0.25750 -0.51345
O2 -1.19809 -3.24254 -3.40112
O3 3.76774 2.93807 1.11853
O4 -4.16148 -1.17490 -0.56859
O5 3.89178 -0.67184 1.54541
O6 2.26244 -1.33662 0.44830
O7 -3.49757 1.72470 -2.08264
O8 0.58521 1.30518 3.35158
O9 -1.35196 1.49511 0.60284

***

Density functional theory data (wB97M-V/def2-TZVPD) for a cluster of 9 separate species, C34H52N2O12 in total in a non-equilibrium geometry.

For the largest force on an atom, the calculation gives 1.56 eV Å⁻¹. The value obtained for the LUMO energy is 0.02 eV. The structure (SMILES) is c1cc[nH]c1.c1cc[nH]c1.O=C1CCCO1.O=C1CCCO1.O=C1CCCO1.O=C1CCCO1.O=C1CCCO1.CC(C)=O.CC(C)=O. As for the HOMO energy: -8.28 eV. The energy comes out at -2339.15313 Eh. As for the HOMO-LUMO gap: 8.31 eV. The multiplicity is 1.

Positions of all 100 atoms, in Å:
O1 -1.36412 2.13002 2.50008
C1 -1.43578 3.15924 3.10663
O2 -0.67370 4.22782 2.79393
C2 -1.01895 5.35266 3.63372
C3 -1.62352 4.73364 4.89047
C4 -2.31200 3.50672 4.29671
H1 -1.78881 5.89799 3.08442
H2 -0.14635 5.97416 3.80348
H3 -2.34594 5.43552 5.31248
H4 -0.92232 4.44702 5.66956
H5 -3.33995 3.67971 3.96323
H6 -2.41109 2.67713 4.99581
O3 3.26690 0.90927 -0.97959
C5 3.34251 1.64546 -1.92481
O4 2.61772 1.43065 -3.02914
C6 2.94091 2.35143 -4.08748
C7 4.01407 3.30785 -3.52594
C8 4.20683 2.87455 -2.07682
H7 2.05806 2.91610 -4.37430
H8 3.27417 1.73547 -4.92077
H9 3.58105 4.31118 -3.54123
H10 4.90449 3.42303 -4.13969
H11 3.87918 3.64576 -1.38131
H12 5.22383 2.60000 -1.79939
O5 -6.79194 -4.14142 -2.47551
C9 -5.93048 -3.32975 -2.35509
O6 -5.91439 -2.42110 -1.35641
C10 -4.80311 -1.51012 -1.50244
C11 -3.79406 -2.31942 -2.31802
C12 -4.65602 -3.20580 -3.18883
H13 -4.43743 -1.28240 -0.50164
H14 -5.09474 -0.53562 -1.90132
H15 -3.13238 -2.83467 -1.61443
H16 -3.03101 -1.76340 -2.86938
H17 -4.35717 -4.23827 -3.35688
H18 -4.91062 -2.75639 -4.14966
O7 3.48106 -3.85213 -2.11725
C13 3.21146 -3.49283 -3.22472
O8 3.23521 -4.32717 -4.29391
C14 3.24563 -3.55758 -5.51805
C15 3.33385 -2.08984 -5.09739
C16 2.72876 -2.13171 -3.70117
H19 2.28301 -3.75074 -5.99990
H20 4.04419 -3.90509 -6.16541
H21 2.85982 -1.39783 -5.78902
H22 4.36936 -1.75275 -4.98782
H23 1.63592 -2.20286 -3.71568
H24 2.99640 -1.41127 -2.93180
O9 3.82549 -7.12579 3.32569
C17 3.74941 -6.24886 2.52176
O10 2.56272 -5.93386 1.93473
C18 2.72653 -4.91380 0.94785
C19 4.22988 -4.87645 0.64243
C20 4.81307 -5.33402 1.96442
H25 2.27720 -3.96521 1.24261
H26 2.20734 -5.22716 0.03965
H27 4.53895 -3.86738 0.36922
H28 4.45797 -5.49847 -0.21811
H29 4.94257 -4.48639 2.64589
H30 5.80760 -5.77163 1.90817
N1 -4.44930 3.80499 -0.03761
C21 -4.36907 2.45950 0.24242
C22 -5.65090 1.98772 0.33612
C23 -6.53610 3.09771 0.21030
C24 -5.76287 4.21244 0.01441
H31 -3.65822 4.41575 0.06397
H32 -3.38722 2.01709 0.27402
H33 -5.95878 0.95814 0.42702
H34 -7.60536 3.09434 0.33974
H35 -6.04060 5.20756 -0.29204
N2 3.81014 2.41730 1.53364
C25 4.77473 3.29736 1.96434
C26 4.15800 4.22961 2.76019
C27 2.76238 3.96490 2.72869
C28 2.59540 2.84110 1.96147
H36 3.96787 1.70589 0.83252
H37 5.81277 3.21408 1.69477
H38 4.65124 5.04200 3.27142
H39 1.98550 4.39902 3.33351
H40 1.67987 2.30800 1.78006
C29 -3.42536 -2.40755 2.16964
C30 -3.01994 -1.89460 3.53793
O11 -2.71850 -2.65884 4.42106
C31 -2.91853 -0.40146 3.71890
H41 -4.34116 -1.98211 1.76479
H42 -3.61185 -3.47806 2.25946
H43 -2.54471 -2.26326 1.53997
H44 -3.79761 0.08697 3.28216
H45 -2.04958 0.03168 3.22528
H46 -2.94768 -0.16937 4.78225
C32 0.35838 0.65648 0.17957
C33 -0.71358 -0.21797 -0.45295
O12 -1.76281 0.26706 -0.78619
C34 -0.43568 -1.70553 -0.57519
H47 -0.14167 1.20014 0.98163
H48 0.57087 1.39038 -0.60344
H49 1.24797 0.11704 0.47181
H50 -0.01781 -1.88769 -1.56646
H51 -1.40369 -2.18204 -0.42267
H52 0.25620 -2.08904 0.17085

***

Density functional theory data (wB97M-V/def2-TZVPD) for the molecule C14H16N2O4S in a non-equilibrium geometry.

For the largest force on an atom, the calculation gives 1.06 eV Å⁻¹. The value obtained for the LUMO energy is 0.57 eV. The structure (SMILES) is O=C(CSCC(=O)NCc1ccco1)NCc1ccco1. As for the HOMO energy: -8.23 eV. The energy comes out at -1351.74663 Eh. As for the HOMO-LUMO gap: 8.80 eV. The multiplicity is 1.

Positions of all 37 atoms, in Å:
O1 -0.14909 -2.78960 1.47435
C1 -0.36117 -2.51296 0.31146
N1 0.56730 -1.99402 -0.51443
H1 0.30041 -1.59754 -1.40902
C2 1.93710 -1.79493 -0.08312
C3 2.32161 -0.36380 0.09943
C4 2.69270 0.33049 1.21299
C5 2.98766 1.64644 0.78058
C6 2.77636 1.65250 -0.56163
O2 2.37570 0.44111 -0.98425
H2 2.87066 2.42307 -1.30079
H3 3.30941 2.46702 1.38767
H4 2.74515 -0.04727 2.21284
H5 2.59570 -2.25272 -0.83151
H6 2.04836 -2.31314 0.87224
C7 -1.68445 -2.85670 -0.36480
H7 -2.06843 -3.76265 0.10574
H8 -1.55598 -3.01190 -1.43365
S1 -3.00698 -1.61460 -0.14878
C8 -3.05288 -0.86216 -1.82268
C9 -1.80533 -0.02095 -1.94350
O3 -0.79461 -0.43427 -2.48249
N2 -1.90449 1.19238 -1.36330
H9 -2.74075 1.38788 -0.83185
C10 -0.72288 1.93736 -0.97104
C11 -0.45892 1.71654 0.48465
C12 -0.21732 2.56015 1.52754
C13 -0.09613 1.73908 2.67656
C14 -0.28294 0.46256 2.24771
O4 -0.50393 0.44075 0.92588
H10 -0.28445 -0.48453 2.74988
H11 0.09854 2.06217 3.67816
H12 -0.12800 3.62615 1.48236
H13 0.09959 1.55317 -1.58314
H14 -0.86157 3.00202 -1.17053
H15 -3.07994 -1.65479 -2.56858
H16 -3.96602 -0.27233 -1.86100

***

Please write out number 4 again, unchanged.
Density functional theory data (wB97M-V/def2-TZVPD) for a cluster of 9 separate species, H18O9 in total in a non-equilibrium geometry.

For the largest force on an atom, the calculation gives 5.62 eV Å⁻¹. The value obtained for the LUMO energy is -0.16 eV. The structure (SMILES) is O.O.O.O.O.O.O.O.O. As for the HOMO energy: -10.04 eV. The energy comes out at -687.80572 Eh. As for the HOMO-LUMO gap: 9.88 eV. The multiplicity is 1.

Positions of all 27 atoms, in Å:
H1 -0.45196 0.69480 -1.08352
H2 -0.16389 -0.58903 -0.33180
H3 -0.40638 -3.49921 -3.98910
H4 -1.89678 -3.72062 -3.80077
H5 4.23293 2.30267 1.52065
H6 2.95578 2.91497 1.65292
H7 -4.02368 -2.11379 -0.79738
H8 -3.54730 -1.04681 0.16419
H9 3.52653 -1.39311 1.99708
H10 3.15553 -0.14458 1.20992
H11 2.43779 -2.09024 0.95871
H12 1.40267 -1.12723 0.85411
H13 -3.77154 1.55031 -2.97326
H14 -2.64555 2.16684 -2.20411
H15 0.64869 1.02777 2.43007
H16 1.05739 0.61444 3.84524
H17 -2.15470 1.15268 0.13395
H18 -0.90159 2.00549 -0.08776
O1 0.24798 0.25750 -0.51345
O2 -1.19809 -3.24254 -3.40112
O3 3.76774 2.93807 1.11853
O4 -4.16148 -1.17490 -0.56859
O5 3.89178 -0.67184 1.54541
O6 2.26244 -1.33662 0.44830
O7 -3.49757 1.72470 -2.08264
O8 0.58521 1.30518 3.35158
O9 -1.35196 1.49511 0.60284

***

- What is the formula in the sixth record?
  C14H16N2O4S

***

- Which formula does entry 3 have?
  C18H18F6N7O2PdS